1.
{"formula": "C37H60FN5O6SSe2Si2Te2Zr", "method": "ωB97M-V/def2-TZVPD", "total_charge": 0, "homo_energy_ha": -0.166, "lumo_energy_ev": -1.86, "homo_lumo_gap_ev": 2.64, "elements": ["Zr", "Se", "Te", "Te", "Se", "C", "C", "N", "C", "C", "C", "O", "O", "C", "O", "C", "C", "C", "F", "C", "C", "C", "N", "C", "C", "N", "C", "C", "H", "H", "H", "H", "H", "H", "H", "H", "H", "H", "H", "H", "H", "H", "H", "H", "H", "H", "C", "C", "C", "C", "C", "C", "N", "N", "Si", "C", "C", "C", "H", "H", "H", "H", "H", "H", "H", "H", "H", "H", "H", "H", "H", "H", "H", "C", "C", "C", "C", "O", "Si", "S", "O", "C", "C", "C", "C", "O", "C", "C", "C", "C", "H", "H", "H", "H", "H", "H", "H", "H", "H", "H", "H", "H", "H", "H", "H", "H", "H", "H", "H", "H", "H", "H", "H", "H", "H", "H", "H"], "positions_angstrom": [[1.40, 0.39, 0.38], [0.17, -0.49, -1.75], [-1.68, -0.92, -3.34], [-2.87, -2.04, 0.11], [-0.53, -1.22, 0.31], [0.17, 6.01, -5.11], [0.17, 6.28, -3.61], [-0.06, 5.07, -2.82], [1.04, 4.41, -2.31], [0.90, 3.32, -1.55], [1.85, 2.41, -0.84], [1.94, 2.56, 0.40], [2.21, 1.34, -1.39], [-0.39, 2.78, -1.21], [-0.46, 1.74, -0.54], [-1.53, 3.41, -1.82], [-2.81, 2.90, -1.63], [-3.88, 3.53, -2.18], [-5.13, 3.05, -1.92], [-3.75, 4.66, -2.98], [-2.46, 5.16, -3.19], [-1.34, 4.57, -2.61], [-4.83, 5.31, -3.64], [-5.98, 4.57, -4.09], [-7.16, 4.62, -3.11], [-7.44, 6.06, -2.78], [-6.23, 6.73, -2.21], [-5.13, 6.68, -3.28], [0.36, 6.94, -5.65], [-0.78, 5.59, -5.44], [0.96, 5.30, -5.36], [-0.59, 7.02, -3.34], [1.13, 6.68, -3.31], [2.00, 4.83, -2.58], [-2.94, 1.99, -1.06], [-2.36, 6.00, -3.86], [-5.71, 3.53, -4.25], [-6.31, 4.99, -5.05], [-6.92, 4.10, -2.19], [-8.05, 4.18, -3.55], [-8.23, 6.12, -2.13], [-7.70, 6.54, -3.64], [-5.91, 6.17, -1.33], [-6.48, 7.75, -1.93], [-4.24, 7.16, -2.89], [-5.46, 7.23, -4.17], [-2.16, 1.16, 2.14], [-0.87, 1.40, 2.85], [-0.84, 2.04, 4.07], [0.39, 2.22, 4.72], [1.54, 1.78, 4.13], [1.47, 1.14, 2.87], [0.27, 0.96, 2.26], [2.52, 0.65, 2.18], [4.04, 1.49, 2.22], [4.87, 1.37, 0.53], [5.24, 0.78, 3.51], [3.86, 3.33, 2.66], [-2.93, 1.85, 2.49], [-2.51, 0.14, 2.32], [-2.03, 1.26, 1.07], [-1.76, 2.38, 4.53], [0.43, 2.70, 5.69], [2.51, 1.86, 4.61], [4.49, 0.56, -0.09], [5.95, 1.20, 0.65], [4.76, 2.30, -0.03], [5.94, 0.06, 3.08], [4.72, 0.29, 4.34], [5.82, 1.61, 3.93], [2.88, 3.71, 2.37], [4.61, 3.92, 2.12], [3.99, 3.51, 3.73], [1.13, -6.45, 0.19], [1.38, -5.09, -0.46], [0.22, -4.67, -1.34], [2.68, -5.12, -1.26], [1.47, -4.15, 0.62], [2.51, -2.98, 1.05], [2.81, -1.54, -0.46], [1.74, -2.21, 2.30], [1.19, -2.90, 3.46], [1.78, -4.30, 3.65], [1.52, -2.07, 4.70], [-0.32, -3.02, 3.29], [3.88, -3.75, 1.48], [5.22, -3.41, 1.85], [5.79, -2.27, 1.01], [5.26, -3.02, 3.32], [6.04, -4.68, 1.61], [1.02, -7.22, -0.57], [0.21, -6.41, 0.78], [1.96, -6.70, 0.85], [0.13, -5.35, -2.20], [0.37, -3.66, -1.72], [-0.72, -4.68, -0.79], [2.65, -5.92, -2.00], [3.53, -5.29, -0.58], [2.83, -4.17, -1.77], [2.86, -4.27, 3.73], [1.51, -4.95, 2.81], [1.37, -4.74, 4.56], [2.60, -1.99, 4.84], [1.08, -2.55, 5.58], [1.11, -1.07, 4.61], [-0.55, -3.53, 2.36], [-0.78, -2.03, 3.27], [-0.74, -3.58, 4.12], [5.28, -1.34, 1.25], [5.67, -2.47, -0.05], [6.85, -2.15, 1.23], [4.53, -2.23, 3.51], [6.25, -2.64, 3.58], [5.04, -3.87, 3.96], [6.05, -4.90, 0.54], [5.58, -5.52, 2.13], [7.06, -4.55, 1.96]]}


2.
{"formula": "C7H8N", "method": "ωB97M-V/def2-TZVPD", "total_charge": 1, "homo_energy_ha": -0.547, "lumo_energy_ev": -6.47, "homo_lumo_gap_ev": 8.41, "elements": ["C", "C", "C", "C", "N", "C", "C", "C", "H", "H", "H", "H", "H", "H", "H", "H"], "positions_angstrom": [[-0.78, 1.34, -0.13], [0.62, 0.80, 0.01], [1.61, 1.95, 0.03], [2.84, 1.00, -0.06], [3.32, -0.23, 0.00], [2.25, -1.10, -0.04], [0.95, -0.55, 0.02], [-0.13, -1.59, 0.16], [-0.88, 1.73, -1.14], [-0.91, 2.28, 0.47], [-1.57, 0.56, 0.18], [1.76, 3.06, 0.13], [2.47, -2.19, 0.03], [0.40, -2.48, -0.25], [-1.06, -1.46, -0.40], [-0.46, -1.83, 1.08]]}


3.
{"formula": "C4H5NaO5", "method": "ωB97M-V/def2-TZVPD", "total_charge": 1, "homo_energy_ha": [-0.557, -0.540], "lumo_energy_ev": [-4.67, -5.97], "multiplicity": 2, "homo_lumo_gap_ev": [10.49, 8.73], "elements": ["O", "O", "C", "O", "C", "C", "H", "H", "H", "H", "O", "C", "O", "Na", "H"], "positions_angstrom": [[0.50, -0.01, 2.45], [-1.15, -1.26, 2.82], [-0.25, -0.89, 2.02], [-0.33, -1.28, 0.77], [0.40, -0.56, -0.23], [0.44, -1.41, -1.47], [1.40, -0.34, 0.15], [0.98, -2.34, -1.25], [0.97, -0.87, -2.25], [-0.58, -1.64, -1.81], [-0.49, 2.82, -0.16], [0.16, 1.80, -0.16], [-0.38, 0.65, -0.50], [-2.84, 3.69, -0.71], [1.17, 1.65, 0.33]]}


4.
{"formula": "C20H28ClFIN3O5Si2", "method": "ωB97M-V/def2-TZVPD", "total_charge": 0, "homo_energy_ha": -0.345, "lumo_energy_ev": -0.90, "homo_lumo_gap_ev": 8.49, "elements": ["C", "C", "C", "Cl", "Si", "C", "O", "C", "C", "C", "O", "I", "O", "Si", "C", "C", "O", "N", "C", "O", "F", "H", "H", "H", "H", "H", "H", "H", "H", "H", "H", "H", "H", "H", "H", "H", "H", "H", "H", "N", "C", "C", "C", "C", "C", "H", "H", "H", "H", "H", "N", "C", "C", "C", "C", "C", "H", "H", "H", "H", "H"], "positions_angstrom": [[-2.45, 3.78, 0.03], [-2.25, 2.27, -0.62], [-0.73, 1.68, -0.49], [0.28, 2.78, 0.67], [-0.65, -0.10, 0.32], [-1.82, -1.38, -0.51], [-1.53, -1.67, -1.92], [-1.85, -0.54, -2.81], [-1.34, 0.16, 2.14], [-0.50, -0.86, 3.12], [0.03, -0.33, 4.25], [-0.18, -3.01, 2.79], [1.02, -0.63, 0.52], [1.87, -0.75, -1.02], [2.64, 0.91, -1.64], [3.34, -2.04, -0.85], [3.53, -2.90, -1.88], [4.25, -2.15, 0.36], [4.78, -0.80, 0.82], [4.13, -0.20, 1.83], [5.93, -0.16, 0.14], [-1.79, 4.60, -0.52], [-2.32, 3.81, 1.21], [-3.58, 4.10, -0.17], [-3.07, 1.59, -0.10], [-2.58, 2.36, -1.76], [-0.15, 1.73, -1.52], [-1.69, -2.40, 0.09], [-2.94, -1.05, -0.31], [-1.97, -1.00, -3.90], [-2.88, -0.04, -2.55], [-0.95, 0.24, -2.90], [-1.27, 1.27, 2.50], [-2.49, -0.15, 2.14], [1.04, -1.26, -2.11], [1.96, 1.29, -2.55], [2.62, 1.78, -0.85], [3.75, 0.71, -2.00], [3.74, -2.56, 1.19], [-1.47, 1.37, -5.59], [-2.47, 2.28, -5.64], [-3.03, 2.74, -6.82], [-2.53, 2.25, -8.03], [-1.50, 1.31, -8.00], [-1.01, 0.91, -6.77], [-2.83, 2.63, -4.68], [-3.83, 3.47, -6.81], [-2.94, 2.59, -8.97], [-1.09, 0.91, -8.92], [-0.21, 0.18, -6.70], [2.22, -3.51, 9.11], [0.93, -3.54, 8.70], [0.46, -2.86, 7.58], [1.37, -2.11, 6.84], [2.70, -2.06, 7.24], [3.07, -2.77, 8.37], [0.26, -4.13, 9.31], [-0.58, -2.92, 7.29], [1.04, -1.57, 5.96], [3.43, -1.48, 6.69], [4.10, -2.76, 8.73]]}